[1]
101
Properties=species:S:1:pos:R:3:forces:R:3:mulliken_charge:R:1 method="wB97M-V/def2-TZVPD" largest_force_ev_per_a=1.74 de_lowest_kcal_mol=20.4 homo_ha=-0.0689 mol_weight_g_mol=1018.8 lumo_ev=3.7 total_charge=-2
Cs 0.60515 -3.36935 -0.74142 0.69 1.29 0.94 1.138
F 1.45418 -1.23086 6.52046 0.02 0.00 -0.05 -0.284
C 1.60067 -2.43595 5.88155 0.11 0.01 -0.03 0.745
F 2.89633 -2.55244 5.60821 -0.11 -0.04 0.06 -0.249
F 1.34314 -3.36072 6.86247 -0.01 0.02 -0.02 -0.308
C 0.63514 -2.57331 4.74287 0.03 -0.06 0.16 0.004
C -0.68872 -2.67406 5.15137 0.07 -0.01 0.05 -0.548
C -1.70477 -2.77447 4.22682 -0.04 0.00 -0.14 -1.049
C -1.32156 -2.76513 2.88596 0.07 -0.06 0.08 -0.177
N -0.07606 -2.65051 2.47263 0.03 -0.08 -0.06 0.033
C 0.96342 -2.54956 3.35590 0.02 0.40 -0.12 0.029
S 2.52831 -2.32227 2.68878 -0.17 -0.04 0.03 -0.355
H -0.91291 -2.67639 6.21297 0.01 0.00 -0.02 0.381
H -2.74238 -2.86628 4.51636 -0.01 0.01 0.00 0.415
H -2.06088 -2.87488 2.09882 -0.05 0.00 -0.07 0.419
O 3.05683 -4.77766 -3.86696 0.07 -0.02 0.03 -0.785
C 3.14793 -4.04126 -2.86445 0.06 -0.03 -0.18 0.369
O 2.77046 -4.23334 -1.69392 1.36 -0.62 -0.71 -0.848
C 3.78765 -2.66700 -3.15930 -0.01 -0.01 -0.10 0.223
C 4.71045 -2.58184 -4.24686 -0.05 0.02 0.02 -0.586
C 5.25298 -1.38349 -4.57635 -0.01 0.03 0.04 -0.710
C 4.88394 -0.23115 -3.83225 0.03 -0.03 -0.07 1.275
C 5.38888 1.06214 -4.09540 0.03 0.00 -0.02 -0.736
C 5.01240 2.12925 -3.32683 -0.02 -0.02 0.02 -1.148
C 4.12034 1.93957 -2.24904 -0.02 0.03 -0.09 0.150
C 3.61353 0.69908 -1.98008 0.00 0.03 0.01 -0.138
C 3.96871 -0.41467 -2.77626 -0.02 -0.01 0.18 -0.725
N 3.42982 -1.62653 -2.45472 0.05 -0.08 -0.05 -0.155
H 4.92194 -3.49281 -4.78766 0.00 0.00 0.00 0.455
H 5.95844 -1.28641 -5.39576 -0.01 0.01 0.00 0.356
H 6.08717 1.19238 -4.91581 -0.01 0.00 0.00 0.331
H 5.40509 3.11750 -3.53399 0.00 0.00 -0.01 0.391
H 3.84419 2.78132 -1.62448 -0.02 -0.06 -0.14 0.557
H 2.95609 0.52026 -1.13775 -0.01 0.00 0.02 0.595
C -0.35664 0.58625 -0.09145 0.14 -0.08 0.04 -0.001
C -0.43069 1.79276 0.83897 -0.19 -0.03 -0.02 -0.352
P 0.29452 1.47831 2.51124 0.05 -0.06 0.03 0.046
C 2.08451 1.73081 2.23807 0.07 -0.02 -0.07 0.796
C 2.94502 1.11667 3.14411 0.00 -0.05 -0.04 -0.829
C 4.31975 1.25822 3.02411 0.02 0.01 -0.03 -0.582
C 4.85191 2.00917 1.98798 0.02 0.01 0.02 -0.778
C 4.00628 2.61831 1.06959 0.02 0.03 0.07 -0.572
C 2.63211 2.47823 1.19440 0.00 -0.01 -0.01 0.213
C -0.16375 3.10646 3.24586 -0.05 0.02 -0.02 0.294
C 0.70806 4.17447 3.43757 0.02 0.01 0.02 -0.336
C 0.26108 5.36628 3.99498 -0.01 0.01 0.01 -0.655
C -1.06757 5.51388 4.36238 -0.02 0.01 0.01 -0.431
C -1.94764 4.45402 4.18187 0.00 -0.01 0.01 -0.625
C -1.49488 3.26145 3.64066 -0.01 0.02 -0.01 -0.338
P -1.33154 0.65282 -1.66756 -0.02 0.03 -0.05 0.054
C -0.90144 2.31903 -2.30732 0.09 0.03 0.00 0.290
C 0.42989 2.74005 -2.26983 0.01 -0.01 0.00 0.185
C 0.83114 3.91714 -2.88123 0.00 0.02 -0.02 -0.501
C -0.09290 4.70644 -3.55282 0.04 0.00 0.02 -0.671
C -1.41538 4.29375 -3.61530 -0.04 0.00 -0.01 -0.560
C -1.81266 3.11193 -3.00556 -0.01 -0.02 0.00 -0.547
C -3.00718 0.92090 -0.96876 -0.04 -0.02 0.02 0.329
C -3.81826 -0.21234 -0.89470 0.00 0.02 0.02 -0.657
C -5.07428 -0.13544 -0.30515 0.02 -0.03 -0.02 -0.420
C -5.54003 1.06707 0.20269 -0.03 0.01 0.02 -0.442
C -4.74207 2.20217 0.13004 0.00 -0.01 0.00 -0.719
C -3.48393 2.12596 -0.44735 0.00 0.01 -0.04 -0.233
H -0.71432 -0.31640 0.42087 0.03 0.04 -0.04 0.287
H 0.67597 0.35784 -0.37621 0.02 0.01 0.09 -0.217
H -1.47803 2.03137 1.04712 0.04 -0.06 0.02 0.178
H -0.00708 2.68824 0.37885 -0.02 -0.01 0.00 0.182
H 2.54076 0.47707 3.91640 -0.03 -0.03 0.04 0.408
H 4.96857 0.73939 3.71757 0.01 0.00 0.01 0.386
H 5.92588 2.10247 1.87919 0.00 -0.01 -0.01 0.366
H 4.42165 3.18393 0.24426 0.01 0.01 0.15 0.596
H 1.98512 2.95281 0.46445 0.02 0.01 0.01 0.346
H 1.74775 4.07400 3.15260 0.00 0.01 0.00 0.321
H 0.95769 6.18398 4.13856 0.00 0.00 0.00 0.381
H -1.41572 6.44471 4.79382 0.00 0.00 0.00 0.345
H -2.98656 4.55097 4.47372 0.00 0.01 0.00 0.379
H -2.18209 2.42940 3.52537 0.00 0.00 -0.01 0.423
H 1.17435 2.12879 -1.77323 0.00 0.00 0.00 -0.012
H 1.87341 4.20952 -2.84058 0.01 0.00 0.00 0.390
H 0.21752 5.62784 -4.03007 0.00 0.00 0.00 0.354
H -2.14681 4.89102 -4.14733 0.00 0.00 0.00 0.381
H -2.84804 2.80198 -3.07623 -0.02 -0.01 0.01 0.426
H -3.45402 -1.15826 -1.28510 0.02 -0.02 -0.01 0.366
H -5.67833 -1.03051 -0.24679 -0.03 -0.03 0.01 0.415
H -6.52128 1.12199 0.65999 0.00 0.00 0.00 0.371
H -5.09220 3.14461 0.53485 -0.01 0.00 0.00 0.390
H -2.86435 3.01352 -0.49000 -0.01 0.01 -0.02 0.475
O -5.02609 -3.70236 -0.70868 0.03 0.00 -0.01 -0.400
C -4.66224 -4.67918 -1.60512 0.03 0.09 0.06 0.958
C -5.61137 -5.50927 -2.18496 0.00 0.00 0.00 -0.773
C -5.21990 -6.48482 -3.09175 -0.01 -0.02 -0.02 -0.495
C -3.87955 -6.62126 -3.41613 -0.01 0.00 0.00 -0.753
C -2.94314 -5.78125 -2.82525 0.02 0.02 0.01 -0.332
C -3.31154 -4.80272 -1.91272 -0.01 -0.05 -0.10 0.359
C -2.24742 -3.91882 -1.26339 -0.51 -0.22 0.04 0.398
O -1.73677 -4.36740 -0.21859 -1.24 -0.56 0.28 -0.886
O -1.94961 -2.86723 -1.86387 -0.48 0.25 -0.22 -0.748
H -5.95527 -3.82090 -0.49411 -0.03 0.01 0.00 0.237
H -6.65940 -5.38714 -1.92598 0.00 0.00 0.00 0.267
H -5.96514 -7.13023 -3.54117 0.00 0.00 0.00 0.351
H -3.55918 -7.37575 -4.12334 -0.01 -0.01 0.00 0.370
H -1.89257 -5.88581 -3.07037 0.00 0.00 -0.01 0.488

[2]
102
Properties=species:S:1:pos:R:3:forces:R:3:mulliken_charge:R:1 method="wB97M-V/def2-TZVPD" largest_force_ev_per_a=1.36 de_lowest_kcal_mol=20.4 s2=2.01 homo_ha="-0.4687 / -0.4775" mol_weight_g_mol=1217.6 lumo_ev="-6.4 / -6.5" total_charge=+2 multiplicity=3
W -1.12599 -1.06279 0.03249 -0.28 -0.12 -1.33 0.949
O -3.00338 -0.15472 -0.17216 0.52 -0.09 0.28 -0.576
P -3.28283 1.36214 -0.37042 -0.10 0.15 0.26 -0.093
C -4.97254 1.67741 0.09958 0.04 -0.12 -0.01 0.774
C -5.63094 2.80729 -0.38294 0.01 0.00 -0.06 -0.266
C -6.91979 3.08183 0.04337 -0.03 0.00 0.01 -0.696
C -7.55371 2.22672 0.93471 0.01 0.02 -0.01 -0.594
C -6.90204 1.09559 1.40865 0.00 -0.01 0.00 -0.734
C -5.60862 0.82116 0.99766 0.02 0.02 0.06 -0.500
C -2.19557 2.14224 0.83698 -0.13 0.10 -0.03 0.850
C -1.66205 1.28069 1.79780 0.23 -0.15 -0.14 -0.911
C -0.87504 1.74942 2.83954 0.02 0.01 0.02 -1.131
C -0.63950 3.11169 2.94009 -0.01 0.00 0.00 -0.770
C -1.19354 3.98494 2.01146 0.02 -0.03 0.01 -0.937
C -1.97938 3.51024 0.97083 0.03 -0.03 -0.05 -0.537
C -3.09242 1.87319 -2.06660 -0.05 0.09 0.07 1.468
C -2.57393 3.10597 -2.44810 0.06 -0.03 0.00 -0.081
C -2.55881 3.45452 -3.79130 0.00 -0.02 -0.01 -0.746
C -3.05593 2.57744 -4.74316 0.00 0.02 0.00 -0.660
C -3.57890 1.34786 -4.35930 0.00 -0.02 -0.01 -0.878
C -3.60568 0.99504 -3.02290 -0.05 0.02 0.02 -0.739
H -5.15276 3.46280 -1.10097 0.01 -0.01 0.00 0.338
H -7.43439 3.95704 -0.32835 0.00 0.00 0.00 0.451
H -8.56309 2.44101 1.25861 -0.01 0.00 0.00 0.414
H -7.40277 0.43040 2.09874 0.00 0.00 0.00 0.442
H -5.09373 -0.05507 1.37132 -0.01 -0.01 0.00 0.284
H -1.96169 0.22685 1.79943 -0.03 0.01 0.26 1.443
H -0.46113 1.06255 3.56566 0.01 -0.01 -0.02 0.520
H -0.03651 3.49731 3.75088 0.01 0.00 0.00 0.474
H -1.01527 5.04791 2.10241 -0.01 0.01 0.00 0.513
H -2.42330 4.21462 0.28130 -0.02 0.01 0.01 0.545
H -2.15527 3.78524 -1.71969 0.00 0.00 0.00 0.038
H -2.15683 4.41225 -4.09326 0.00 0.01 0.00 0.505
H -3.04309 2.85383 -5.78879 0.00 0.00 0.00 0.440
H -3.97362 0.67102 -5.10482 0.00 0.00 0.00 0.472
H -4.02141 0.04014 -2.72030 -0.01 0.00 -0.01 0.496
O 2.97859 6.33854 -0.93089 0.02 -0.01 -0.01 -0.485
C 3.03985 5.21681 -0.19106 0.01 -0.01 -0.01 0.501
O 3.79991 5.13586 0.73014 0.00 0.01 0.00 -0.514
C 2.12843 4.08377 -0.56740 -0.02 0.00 -0.01 0.626
C 1.91227 3.10943 0.40010 0.01 0.01 0.00 -0.706
C 1.13380 2.00187 0.12478 0.05 0.00 0.04 0.398
C 0.57328 1.84213 -1.13566 0.01 0.00 -0.06 2.162
S -0.28859 0.39074 -1.68216 -0.23 -0.14 0.01 -0.713
C 0.78282 2.81350 -2.11306 0.01 -0.01 0.03 -1.653
C 1.55453 3.92855 -1.82525 0.04 0.00 0.03 -1.425
H 2.27709 6.29257 -1.58996 -0.01 0.01 0.01 0.308
H 2.38958 3.22097 1.36507 0.00 0.00 0.00 0.706
H 0.99790 1.26096 0.89610 -0.02 0.03 -0.02 -0.836
H 0.36939 2.68001 -3.10430 -0.01 0.00 0.00 0.597
H 1.73904 4.64164 -2.62090 -0.01 0.01 0.00 0.479
Br -2.36022 -5.84936 0.67544 -0.03 0.04 -0.04 -0.105
C -0.57659 -5.47704 1.14553 0.03 -0.01 -0.02 0.290
C 0.39554 -6.41656 0.82625 -0.02 0.00 0.00 -0.420
C 1.71785 -6.20182 1.18015 0.00 0.00 -0.01 -0.907
C 2.08480 -5.05742 1.87191 -0.02 -0.03 0.01 -0.145
C 1.12171 -4.11547 2.20133 0.00 -0.05 0.01 -0.490
C -0.19641 -4.32468 1.82099 0.04 0.06 0.01 -0.113
I -1.58361 -2.83751 2.34796 -0.15 -0.02 0.09 0.277
H 0.10470 -7.32101 0.31055 -0.01 0.00 -0.01 0.456
H 2.46067 -6.94612 0.92721 0.01 0.00 0.00 0.463
H 3.11188 -4.89352 2.17037 -0.03 -0.04 -0.01 0.298
H 1.39258 -3.23758 2.77191 -0.01 0.00 0.00 0.764
O 0.21144 -2.41603 -1.04052 0.04 0.04 0.21 -0.578
C 1.21039 -2.02680 -0.34817 0.11 0.06 0.33 -0.897
N 2.50621 -2.20628 -0.45234 -0.02 -0.03 0.00 0.409
C 3.20345 -1.45765 0.62233 -0.01 -0.03 0.00 3.138
C 1.98800 -0.92547 1.43247 0.03 0.00 -0.03 -1.920
O 2.00648 -0.29172 2.44936 0.00 0.00 0.00 -0.600
N 0.85346 -1.27015 0.71130 -0.23 0.23 0.17 2.010
C 3.92386 -0.22859 0.06954 -0.01 0.03 -0.02 0.465
C 4.76476 0.47870 0.92395 -0.01 0.03 0.02 -0.346
C 5.36660 1.64862 0.49216 0.01 -0.01 0.02 -0.982
C 5.14952 2.10979 -0.79969 -0.01 0.01 -0.03 -0.629
C 4.32041 1.40170 -1.65421 0.00 0.01 0.01 -0.803
C 3.69506 0.24057 -1.21830 0.02 -0.04 0.00 -0.306
C 4.12101 -2.38087 1.40760 0.05 0.01 -0.01 -0.036
C 5.08673 -3.08655 0.69238 -0.06 -0.01 0.00 -0.663
C 5.94056 -3.96233 1.34011 0.00 -0.01 0.00 -0.903
C 5.85336 -4.12368 2.71774 0.01 -0.01 0.00 -0.603
C 4.91672 -3.39932 3.43672 0.01 0.03 0.01 -1.059
C 4.04932 -2.52876 2.78607 0.06 0.09 0.02 0.093
H 2.96326 -2.75512 -1.16313 0.00 -0.01 0.01 0.415
H 4.94373 0.11894 1.92918 0.00 0.00 0.00 0.462
H 6.01075 2.20036 1.16304 0.00 0.01 0.00 0.447
H 5.63023 3.01923 -1.13522 0.00 0.00 0.01 0.486
H 4.15303 1.75122 -2.66457 0.00 0.00 -0.01 0.491
H 3.03333 -0.28646 -1.89396 -0.01 0.00 -0.01 0.404
H 5.19159 -2.93732 -0.37722 0.01 0.00 -0.01 0.420
H 6.68554 -4.50541 0.77476 0.01 0.00 0.00 0.472
H 6.52782 -4.79750 3.22817 0.00 -0.01 0.00 0.431
H 4.86023 -3.50284 4.51209 0.00 0.00 0.01 0.459
H 3.34536 -1.94963 3.36766 -0.01 0.00 -0.01 0.547
N -2.05949 -3.00480 -2.17876 0.00 -0.08 0.02 0.036
C -3.08771 -3.68687 -2.68603 0.05 0.03 0.01 -0.468
C -4.13505 -3.59325 -1.78888 0.01 -0.02 0.06 -0.978
C -3.64101 -2.83338 -0.73787 -0.08 0.12 -0.07 -0.405
N -2.37526 -2.47510 -0.97726 0.09 -0.10 -0.11 1.024
H -1.11464 -2.91843 -2.52391 0.00 -0.01 0.01 0.119
H -3.00563 -4.19223 -3.63356 0.01 0.00 -0.01 0.543
H -5.11183 -4.03338 -1.87701 -0.01 0.00 -0.01 0.527
H -4.13690 -2.50833 0.16040 0.01 -0.01 0.00 0.394